{"formula": "C20H28N2O6", "method": "the ωB97M-V functional and the def2-TZVPD basis", "total_charge": 1, "orbital_gap_ev": [7.55, 3.28], "spin_multiplicity": 2, "s2": 0.7620, "homo_energy_ev": [-10.9, -10.9], "species": ["O", "C", "O", "C", "C", "C", "H", "H", "H", "H", "H", "H", "O", "C", "O", "C", "C", "C", "H", "H", "H", "H", "H", "H", "O", "C", "O", "C", "C", "C", "H", "H", "H", "H", "H", "H", "N", "C", "C", "C", "C", "H", "H", "H", "H", "H", "N", "C", "C", "C", "C", "H", "H", "H", "H", "H"], "xyz": [[1.2511, 1.2789, 1.2835], [2.0865, 1.5177, 0.3934], [2.4920, 2.6642, 0.1058], [3.0647, 2.7166, -1.1809], [3.4963, 1.1944, -1.3248], [2.4933, 0.4919, -0.5900], [3.9898, 3.2928, -1.1715], [2.2973, 3.1289, -1.8361], [4.5465, 0.9873, -1.1189], [3.2409, 1.0315, -2.3718], [2.9043, -0.2910, 0.0473], [1.5584, 0.3309, -1.1269], [-0.4249, 1.3036, -6.7155], [-0.1023, 0.1444, -6.4652], [-0.6199, -0.6462, -5.4757], [-0.2638, -1.9653, -5.5900], [1.0702, -2.0124, -6.3501], [0.8412, -0.8077, -7.2563], [-1.0367, -2.5758, -6.0570], [-0.0957, -2.3931, -4.6017], [1.2884, -2.8947, -6.9518], [1.9016, -1.7234, -5.7072], [0.3143, -1.1053, -8.1629], [1.8055, -0.5618, -7.7009], [-1.8067, 4.1485, 4.5011], [-2.1614, 3.0134, 4.1419], [-2.5462, 2.1120, 5.1071], [-3.1153, 0.9328, 4.5796], [-2.6400, 0.9513, 3.0889], [-2.2019, 2.4121, 2.7344], [-4.1990, 1.0107, 4.6660], [-2.7652, 0.0424, 5.1019], [-3.4273, 0.6219, 2.4108], [-1.8604, 0.1906, 3.1289], [-2.8288, 2.8951, 1.9849], [-1.1651, 2.3759, 2.3998], [1.1904, 0.1808, 4.1914], [0.3918, 0.2357, 5.3079], [-0.2647, -0.9894, 5.4328], [0.0098, -1.7036, 4.2582], [0.8882, -0.9835, 3.5079], [1.8485, 0.8898, 3.9011], [0.4235, 1.1734, 5.8428], [-0.9166, -1.1949, 6.2689], [-0.4340, -2.6513, 3.9911], [1.2577, -1.0467, 2.4951], [-0.7244, -1.1185, 0.5585], [-2.0124, -1.5327, 0.4614], [-2.1513, -2.1805, -0.7162], [-0.9013, -2.3489, -1.3261], [-0.0585, -1.6537, -0.4953], [-0.3297, -0.6711, 1.3734], [-2.7834, -1.2030, 1.1421], [-3.0492, -2.6324, -1.1112], [-0.7665, -2.7882, -2.3035], [1.0001, -1.5945, -0.7009]]}

=====

{"formula": "C5H12NO", "method": "the ωB97M-V functional and the def2-TZVPD basis", "relative_energy_ev": 2.818, "total_charge": 1, "orbital_gap_ev": 8.69, "homo_energy_ev": -14.1, "species": ["C", "C", "C", "C", "N", "C", "H", "H", "H", "H", "H", "H", "H", "H", "H", "H", "H", "H", "O"], "xyz": [[-0.3790, -2.4273, 2.0070], [0.3231, -2.7069, 0.6570], [-0.1649, -1.6130, -0.2996], [0.4356, -0.4536, -0.6336], [-0.4476, 0.4513, -1.1842], [-0.3546, 1.7178, -1.5463], [-0.2761, -3.2934, 2.7542], [0.0015, -1.4355, 2.4696], [-1.4481, -2.2410, 1.8232], [1.3847, -2.6724, 0.8742], [0.2096, -3.5307, 0.1339], [-1.2888, -1.6849, -0.4482], [1.4688, -0.3332, -0.7192], [-1.3986, 0.2535, -1.3840], [0.3396, 2.3581, -0.9713], [-0.9676, 1.9993, -2.3499], [1.5226, 5.2745, -0.7844], [0.3601, 5.4507, 0.1699], [0.6796, 4.8866, -0.5683]]}

=====

{"formula": "C13H25BCl2O20S5", "method": "the ωB97M-V functional and the def2-TZVPD basis", "relative_energy_ev": 0.000, "smiles": "B/C(Cl)=C(\\C)Cl.O=S1(=O)OCCO1.O=S1(=O)OCCO1.O=S1(=O)OCCO1.O=S1(=O)OCCO1.O=S1(=O)OCCO1", "orbital_gap_ev": 8.65, "homo_energy_ev": -9.5, "species": ["B", "C", "Cl", "C", "C", "Cl", "H", "H", "H", "H", "H", "O", "S", "O", "O", "C", "C", "O", "H", "H", "H", "H", "O", "S", "O", "O", "C", "C", "O", "H", "H", "H", "H", "O", "S", "O", "O", "C", "C", "O", "H", "H", "H", "H", "O", "S", "O", "O", "C", "C", "O", "H", "H", "H", "H", "O", "S", "O", "O", "C", "C", "O", "H", "H", "H", "H"], "xyz": [[-6.2088, -1.9621, 1.0417], [-6.6665, -0.5152, 1.6166], [-5.3825, 0.7949, 1.8483], [-8.0228, -0.2669, 1.9273], [-9.2606, -1.2401, 1.7648], [-8.4092, 1.4292, 2.5777], [-5.7148, -2.8244, 1.7035], [-6.3966, -2.1477, -0.1251], [-9.0440, -2.2838, 1.3653], [-10.0246, -0.7019, 1.0782], [-9.7877, -1.3821, 2.7881], [1.3283, 1.3493, 3.2796], [0.3460, 0.4039, 3.7274], [0.6686, -0.9504, 4.0607], [-0.8745, 0.3995, 2.6595], [-2.0929, 0.7407, 3.3244], [-1.6812, 1.6267, 4.4891], [-0.4621, 1.0603, 4.9721], [-2.5590, -0.1832, 3.6774], [-2.7711, 1.2495, 2.6393], [-2.4333, 1.6527, 5.2777], [-1.4704, 2.6468, 4.1540], [-4.3874, -0.3362, 5.7953], [-5.5938, -1.0161, 5.4207], [-5.7132, -1.7800, 4.2161], [-6.8146, 0.0502, 5.4816], [-7.8085, -0.4119, 6.3963], [-7.0557, -1.2507, 7.4182], [-6.0615, -1.9461, 6.6658], [-8.5280, -1.0192, 5.8396], [-8.3254, 0.4317, 6.8553], [-7.7057, -1.9537, 7.9396], [-6.5448, -0.6174, 8.1494], [6.9853, 2.7703, 0.0773], [6.5065, 1.5582, 0.6738], [6.9298, 0.2588, 0.2420], [4.8846, 1.6001, 0.6729], [4.4020, 1.4843, 2.0133], [5.4968, 2.0759, 2.8872], [6.7208, 1.6607, 2.2793], [4.2532, 0.4232, 2.2315], [3.4550, 2.0128, 2.1244], [5.4404, 1.7261, 3.9180], [5.4662, 3.1694, 2.8724], [6.2855, -1.1994, -6.4031], [6.7200, -0.0969, -5.5974], [7.3938, 1.0457, -6.1411], [7.6008, -0.6815, -4.3624], [7.0055, -0.2928, -3.1241], [5.5198, -0.1509, -3.4181], [5.4534, 0.4234, -4.7236], [7.4410, 0.6638, -2.8217], [7.2041, -1.0401, -2.3552], [5.0112, 0.4836, -2.6918], [5.0290, -1.1281, -3.4535], [4.5027, -1.1156, -7.2328], [4.0725, -1.5883, -8.5162], [4.0218, -2.9794, -8.8550], [4.9286, -0.8085, -9.6544], [4.0412, -0.1102, -10.5277], [2.8187, 0.2184, -9.6837], [2.6246, -0.9243, -8.8521], [3.7817, -0.7778, -11.3545], [4.5226, 0.7854, -10.9227], [1.9328, 0.4078, -10.2905], [3.0064, 1.0800, -9.0358]]}

=====

{"formula": "H41O20", "method": "the ωB97M-V functional and the def2-TZVPD basis", "relative_energy_ev": 3.570, "total_charge": 1, "orbital_gap_ev": 10.52, "homo_energy_ev": -13.3, "species": ["O", "H", "O", "H", "H", "O", "H", "H", "O", "H", "H", "O", "H", "H", "O", "H", "H", "O", "H", "H", "O", "H", "H", "O", "H", "H", "O", "H", "H", "O", "H", "H", "O", "H", "H", "O", "H", "H", "O", "H", "H", "O", "H", "H", "O", "H", "H", "O", "H", "H", "O", "H", "H", "O", "H", "H", "O", "H", "H", "H", "H"], "xyz": [[1.1962, -4.9098, -1.1023], [1.0570, -5.8193, -1.2560], [2.4046, -0.8002, -1.9017], [1.5444, -0.6108, -1.3412], [2.3447, -0.1947, -2.7254], [0.3618, 4.7538, 0.0826], [-0.0138, 4.1125, -0.4655], [-0.3139, 5.1634, 0.7929], [1.6416, 3.3946, -2.4224], [2.0840, 4.2504, -2.3504], [1.1367, 3.2304, -1.5968], [2.6276, 2.2149, 0.8633], [-1.3562, -3.1070, 0.7485], [3.1481, 3.0596, 0.9108], [-0.9839, -4.0156, 0.5842], [-1.4794, -2.6501, -2.9980], [-0.6307, -4.3244, 1.4595], [-2.2244, -2.0661, -3.0322], [-2.5681, -2.4970, -2.1631], [2.0446, -1.8341, -2.3154], [-0.3258, 2.3137, 0.5927], [0.2775, 2.6829, 1.3264], [-0.4922, 1.4422, 0.9068], [-2.0668, 1.2528, -1.4685], [-1.3148, 1.8918, -1.5997], [3.0354, 1.6480, 0.2154], [-3.5638, 2.8200, -2.7881], [-4.2583, 3.0939, -3.3944], [-3.1387, 1.9505, -2.9580], [-2.6809, 5.2373, 0.4938], [-2.4960, 4.3092, 0.4285], [-2.0084, 5.7063, -0.1208], [1.7269, 0.8080, 2.8580], [2.5841, 0.4556, 3.0185], [1.8844, 1.5272, 2.1614], [3.9668, -3.1487, 2.7740], [3.4400, -2.9426, 3.5695], [3.4909, -3.5143, 2.0484], [-1.1013, 0.2136, 2.5727], [-0.1527, 0.1624, 2.3293], [-1.0750, 0.6216, 3.4564], [0.0248, -0.3916, -1.9210], [-0.6359, -1.1407, -1.8810], [-0.4656, 0.4115, -1.7052], [-3.4385, -1.4630, 4.1508], [-2.7321, -2.0616, 4.3254], [-3.3214, -0.7708, 4.8044], [-2.4858, -1.5794, 1.2844], [-2.3776, -1.3347, 2.2454], [-3.3085, -1.0339, 1.2152], [2.2117, -2.9484, -2.8951], [2.0340, -3.7141, -2.3004], [2.9153, -2.9725, -3.5916], [0.3492, -1.9251, 4.5841], [0.2492, -2.7185, 5.1273], [0.6630, -1.2218, 5.0784], [1.5228, 0.5513, -4.0549], [1.3548, -0.1237, -4.7438], [1.6857, 1.3538, -4.5836], [0.7134, -4.5144, -0.3640], [-2.7109, 1.7161, -0.9682]]}

=====

{"formula": "C60H52FeN7O3Te", "method": "the ωB97M-V functional and the def2-TZVPD basis", "relative_energy_ev": 0.440, "total_charge": -1, "orbital_gap_ev": [5.41, 5.48], "homo_energy_ev": [-3.4, -3.4], "species": ["Fe", "C", "C", "N", "N", "C", "O", "C", "C", "C", "C", "C", "C", "C", "C", "C", "C", "C", "N", "H", "H", "H", "H", "H", "H", "H", "H", "H", "H", "H", "H", "C", "C", "C", "C", "C", "O", "C", "C", "C", "C", "C", "C", "C", "O", "C", "C", "C", "N", "C", "C", "Te", "C", "C", "C", "C", "C", "C", "C", "C", "C", "C", "C", "C", "H", "H", "H", "H", "H", "H", "H", "H", "H", "H", "H", "H", "H", "H", "H", "H", "H", "H", "H", "H", "H", "H", "H", "H", "N", "C", "C", "C", "C", "C", "C", "C", "C", "C", "C", "C", "C", "C", "H", "H", "H", "H", "H", "H", "H", "H", "H", "H", "C", "N", "C", "C", "N", "C", "H", "H", "H", "H", "H", "H"], "xyz": [[0.1020, -0.2759, 0.2711], [0.8397, -3.7267, -2.0893], [0.3432, -2.4664, -1.4604], [0.7932, -1.9645, -0.3443], [1.6527, -2.6490, 0.4613], [1.8061, -1.9700, 1.5982], [1.3889, -0.8123, 1.8400], [2.5054, -2.7355, 2.7060], [2.7606, -1.9023, 3.9918], [3.6950, -2.6469, 4.9152], [4.6284, -3.4787, 4.4593], [4.7516, -3.7199, 3.0308], [3.7696, -3.3539, 2.2045], [-0.8213, -1.7391, -1.9808], [-1.5776, -2.1797, -3.0701], [-2.7448, -1.5101, -3.3854], [-3.1339, -0.4118, -2.6236], [-2.3121, -0.0077, -1.5806], [-1.1981, -0.6498, -1.2728], [1.7444, -4.0468, -1.5776], [1.0650, -3.5588, -3.1441], [0.1014, -4.5294, -2.0195], [3.3044, -1.0138, 3.6313], [3.6246, -2.4262, 5.9713], [5.3106, -3.9691, 5.1399], [5.6433, -4.1971, 2.6482], [3.8223, -3.5292, 1.1407], [-1.2586, -3.0424, -3.6351], [-3.3543, -1.8448, -4.2153], [-4.0433, 0.1316, -2.8381], [-2.5329, 0.8561, -0.9688], [-5.4995, 2.5037, 4.0068], [-4.2629, 2.1710, 3.2160], [-3.3870, 3.1540, 2.7706], [-2.2315, 2.8595, 2.0680], [-1.4094, 4.0213, 1.6438], [-1.9333, 5.1114, 1.4544], [0.0743, 3.8978, 1.5123], [0.7396, 4.7425, 0.6342], [2.1213, 4.6972, 0.5357], [2.8464, 3.8206, 1.3285], [2.1848, 2.9960, 2.2284], [0.8060, 3.0312, 2.3157], [-1.8906, 1.5042, 1.7298], [-0.8639, 1.2633, 1.0333], [-2.7975, 0.4813, 2.1961], [-3.9413, 0.8583, 2.9093], [-2.5436, -0.9507, 2.0103], [-1.4914, -1.4635, 1.4736], [-1.3097, -2.9164, 1.5875], [-0.6404, -3.2294, 2.9365], [1.1343, -4.4422, 3.0189], [1.5532, -1.4029, 4.7648], [0.9691, -2.1958, 5.7498], [-0.1746, -1.7801, 6.4160], [-0.7512, -0.5567, 6.1128], [-0.1509, 0.2646, 5.1693], [0.9991, -0.1479, 4.5172], [-3.6383, -1.8447, 2.5274], [-4.6507, -2.2446, 1.6626], [-5.6532, -3.0938, 2.1021], [-5.6543, -3.5489, 3.4126], [-4.6505, -3.1461, 4.2800], [-3.6466, -2.2975, 3.8402], [-5.5724, 3.5779, 4.1722], [-5.4958, 2.0168, 4.9845], [-6.4076, 2.1852, 3.4908], [-3.5911, 4.1987, 2.9720], [0.1586, 5.4183, 0.0223], [2.6331, 5.3370, -0.1723], [3.9238, 3.7620, 1.2346], [2.7488, 2.3111, 2.8460], [0.2877, 2.3761, 3.0002], [-4.6179, 0.0868, 3.2557], [-0.6990, -3.2575, 0.7590], [-2.2628, -3.4485, 1.5318], [-1.3372, -3.7056, 3.6238], [-0.3399, -2.2920, 3.3893], [1.3987, -3.1628, 5.9826], [-0.6208, -2.4231, 7.1631], [-1.6576, -0.2375, 6.6115], [-0.5917, 1.2224, 4.9282], [1.4505, 0.4925, 3.7751], [-4.6425, -1.8890, 0.6401], [-6.4334, -3.4029, 1.4204], [-6.4345, -4.2144, 3.7560], [-4.6466, -3.4948, 5.3038], [-2.8664, -1.9751, 4.5162], [1.6033, 0.4842, -0.6797], [2.7393, 0.4493, -1.1733], [2.9908, -0.2708, -2.4852], [4.1562, -0.9797, -2.7569], [4.2856, -1.7129, -3.9276], [3.2570, -1.7305, -4.8582], [2.0890, -1.0200, -4.5989], [1.9573, -0.3072, -3.4202], [3.9456, 1.1095, -0.5518], [4.8179, 1.8962, -1.2955], [5.8942, 2.5297, -0.6921], [6.1251, 2.3634, 0.6666], [5.2587, 1.5770, 1.4165], [4.1720, 0.9681, 0.8132], [4.9617, -0.9703, -2.0317], [5.1933, -2.2733, -4.1150], [3.3614, -2.2958, -5.7752], [1.2796, -1.0279, -5.3194], [1.0481, 0.2286, -3.1803], [4.6459, 2.0144, -2.3595], [6.5583, 3.1482, -1.2830], [6.9750, 2.8409, 1.1374], [5.4306, 1.4459, 2.4779], [3.4675, 0.3766, 1.3847], [-0.1642, 2.7672, -5.8273], [0.0011, 2.7343, -4.3971], [1.0767, 3.1958, -3.6783], [0.7952, 2.9327, -2.3714], [-0.4220, 2.3215, -2.2657], [-0.8688, 2.2251, -3.4885], [0.7009, 3.2572, -6.2698], [-1.0599, 3.3260, -6.1032], [-0.2353, 1.7576, -6.2347], [1.9262, 3.6442, -4.1588], [1.3995, 3.1098, -1.5030], [-1.8007, 1.7785, -3.7891]]}

=====

The calculation returns the following maximum force values, one per record and in order: 5.4, 5.4, 4.9, 5.2, 2.2 eV/A.
The calculation returns the following energy values, one per record and in order: -36449.132, -8907.811, -134725.585, -41608.252, -121319.067 eV.